16
Properties=species:S:1:pos:R:3:mulliken_charge:R:1 method="wB97M-V/def2-TZVPD" e_tot_ev=-7855.272 homo_energy_ev=-8.650 lumo_energy_ev=1.18 gap_ev=9.8 fmax_ev_per_a=0.5
C 0.034 -1.093 1.010 -0.32
C -1.668 0.697 -0.502 -0.82
C 0.261 -1.017 -0.505 -0.20
H 0.992 1.872 0.037 0.44
H -0.347 -1.931 1.580 0.39
H -2.401 0.064 -1.009 0.29
C 0.308 0.155 1.389 -0.81
H 1.929 -0.050 -1.588 0.32
H -1.824 1.734 -0.818 0.29
H 0.053 0.657 2.310 0.39
C 1.629 -0.291 -0.565 -0.68
H 2.453 -0.696 0.026 0.31
N -0.318 0.324 -0.882 -0.34
C 0.734 0.810 0.056 -0.04
H -1.854 0.651 0.586 0.33
H 0.019 -1.883 -1.125 0.45

16
Properties=species:S:1:pos:R:3:mulliken_charge:R:1 method="wB97M-V/def2-TZVPD" e_tot_ev=-7854.464 homo_energy_ev=-8.520 lumo_energy_ev=1.10 smiles=C[C@]12C[C@H]1[C@H]1N[C@H]12 gap_ev=9.6 fmax_ev_per_a=0.6
H -0.023 0.864 -2.063 0.17
N -1.817 -0.588 -0.970 -0.62
C 0.508 0.849 -1.107 -1.22
H 1.335 -0.225 1.963 0.30
H -1.020 -1.944 0.555 0.41
C 1.553 -0.625 0.963 -1.38
C -0.282 1.098 0.132 -0.01
C 0.456 -0.205 0.006 1.11
H -2.478 0.575 0.764 0.39
H -1.335 -0.299 -1.815 0.28
H 1.602 -1.716 1.074 0.35
C -1.621 0.301 0.160 -0.29
H 1.470 1.340 -1.215 0.27
H -0.046 1.885 0.840 0.42
C -0.890 -0.985 0.057 -0.53
H 2.545 -0.272 0.674 0.35

16
Properties=species:S:1:pos:R:3:mulliken_charge:R:1 method="wB97M-V/def2-TZVPD" e_tot_ev=-7857.158 homo_energy_ev=-8.131 lumo_energy_ev=1.10 smiles=CCc1cc[nH]c1 gap_ev=9.2 fmax_ev_per_a=1.0
C 0.607 2.112 0.514 -0.54
C -0.543 0.163 0.314 0.46
H 0.820 -2.939 0.098 0.29
H 0.202 -2.344 -1.417 0.31
H -1.512 -1.754 -0.068 0.32
C -0.616 -1.324 0.391 -0.58
C 0.505 -2.034 -0.419 -1.02
C 0.287 0.959 1.170 -0.46
H 0.939 3.065 0.893 0.37
H 0.283 2.559 -1.526 0.24
N -0.062 2.105 -0.695 -0.08
H -0.536 -1.604 1.439 0.34
H 0.688 0.607 2.108 0.36
C -0.817 0.958 -0.770 -0.73
H 1.344 -1.344 -0.522 0.30
H -1.588 0.816 -1.510 0.41

16
Properties=species:S:1:pos:R:3:mulliken_charge:R:1 method="wB97M-V/def2-TZVPD" e_tot_ev=-7852.854 homo_energy_ev=-8.607 lumo_energy_ev=0.95 gap_ev=9.6 fmax_ev_per_a=5.3
H -1.078 1.870 1.399 0.40
C -0.679 1.326 -0.622 -0.38
N 2.078 0.338 0.131 -0.68
H -2.431 -1.206 -0.388 0.24
C -0.699 1.134 0.673 -0.50
H -0.752 -2.019 -0.105 0.25
H 2.562 -0.061 -0.681 0.35
H -0.031 -0.099 -2.052 0.42
H 2.695 -0.119 0.873 0.29
C -1.183 -1.024 -0.178 -0.50
H 1.052 -1.372 -0.343 0.38
H -0.732 -0.423 2.199 0.31
C 0.867 -0.367 0.032 -0.33
H -0.879 2.410 -0.975 0.28
C -0.571 -0.322 0.988 -0.21
C -0.220 -0.066 -0.950 -0.33

16
Properties=species:S:1:pos:R:3:mulliken_charge:R:1 method="wB97M-V/def2-TZVPD" e_tot_ev=-7851.123 homo_energy_ev=-7.305 lumo_energy_ev=-1.95 gap_ev=5.4 fmax_ev_per_a=6.7
H -0.489 -0.853 -1.905 0.27
C -1.855 -1.033 0.069 -0.54
N -0.841 -2.100 0.250 -0.61
H -2.711 -0.875 0.838 0.25
C 0.995 1.131 0.233 -0.41
H 1.303 2.828 1.510 0.26
C 1.105 1.773 1.511 -0.73
C 0.265 0.118 -0.333 0.53
H 0.711 1.289 2.385 0.32
H 1.522 1.803 -0.529 0.18
H 1.193 -1.646 -1.427 0.25
C -0.552 -0.672 0.662 0.22
C 0.558 -0.652 -1.606 -0.91
H -0.189 -0.464 1.650 0.36
H -2.094 -0.572 -0.914 0.20
H 1.078 -0.075 -2.395 0.39

16
Properties=species:S:1:pos:R:3:mulliken_charge:R:1 method="wB97M-V/def2-TZVPD" e_tot_ev=-7857.507 homo_energy_ev=-7.687 lumo_energy_ev=1.03 smiles=Cc1cc[nH]c1C gap_ev=8.7 fmax_ev_per_a=1.9
C -0.395 1.686 -0.883 -1.30
H -1.947 -0.403 1.845 0.27
H 0.821 -2.201 1.447 0.37
H 3.028 -1.060 0.195 0.41
H -0.547 2.327 -0.014 0.29
H -2.282 -0.030 0.158 0.28
C -0.226 -0.541 0.475 0.97
H 0.128 2.130 -1.724 0.37
H -2.080 -1.652 0.571 0.30
H 2.075 0.590 -1.390 0.20
C 1.981 -0.822 0.143 -0.49
C 0.906 -1.301 0.854 -0.77
C 0.164 0.346 -0.529 -0.06
N 1.491 0.063 -0.762 -0.03
H -1.432 1.531 -1.202 0.33
C -1.685 -0.662 0.817 -1.15

16
Properties=species:S:1:pos:R:3:mulliken_charge:R:1 method="wB97M-V/def2-TZVPD" e_tot_ev=-7857.087 homo_energy_ev=-10.431 lumo_energy_ev=0.88 smiles=C[C@@H]1[C@H](C)[C@@H]1C#N gap_ev=11.3 fmax_ev_per_a=1.1
H 0.388 2.211 -0.777 0.38
C 1.040 0.125 -0.303 0.18
H -2.294 -0.661 -1.192 0.36
H 2.082 -0.260 1.555 0.36
C -0.705 1.571 0.936 0.10
H -0.221 0.179 -2.104 0.37
H -1.167 -1.844 -0.493 0.30
H 1.880 -1.667 0.500 0.36
C -1.431 -0.784 -0.531 -1.42
N -1.424 1.722 1.831 -0.50
C -0.274 0.064 -1.024 0.08
H -1.765 -0.483 0.466 0.35
H 1.895 0.334 -0.945 0.37
H 0.508 -1.063 1.444 0.33
C 1.388 -0.760 0.871 -1.45
C 0.098 1.315 -0.236 -0.19

16
Properties=species:S:1:pos:R:3:mulliken_charge:R:1 method="wB97M-V/def2-TZVPD" e_tot_ev=-7852.790 homo_energy_ev=-8.474 lumo_energy_ev=0.14 gap_ev=8.6 fmax_ev_per_a=1.8
C 0.734 0.250 -0.061 0.51
H 2.494 1.555 -0.309 0.28
C 0.690 -0.759 -1.124 -0.50
C -0.600 -1.471 -0.908 -0.25
H -0.475 0.123 1.959 0.37
H -1.207 -1.526 -1.822 0.32
C -0.578 0.062 0.876 -0.34
C 2.092 0.817 0.402 -1.21
H -0.326 -2.514 -0.676 0.29
N -1.380 -0.961 0.248 -0.31
H 0.177 1.078 -0.474 0.17
C -1.857 0.411 0.157 -0.48
H 1.955 1.336 1.352 0.36
H 2.876 0.062 0.527 0.31
H -1.782 0.942 -0.802 0.22
H -2.813 0.595 0.656 0.26

16
Properties=species:S:1:pos:R:3:mulliken_charge:R:1 method="wB97M-V/def2-TZVPD" e_tot_ev=-7850.609 homo_energy_ev=-8.725 lumo_energy_ev=0.97 gap_ev=9.7 fmax_ev_per_a=0.5
H 0.821 1.846 -1.763 0.25
C -0.241 -1.056 2.030 0.15
H 0.550 -2.702 0.916 0.27
C -0.030 0.003 -1.887 -0.24
H 1.230 1.580 1.303 0.31
C -0.056 0.150 2.256 -0.35
H 0.065 -0.870 0.164 0.12
H -1.038 -0.406 -1.942 0.26
N 0.058 1.330 -1.331 -0.54
C -0.261 -1.977 1.000 -0.56
H -1.223 -2.344 0.638 0.27
H -0.543 1.770 0.939 0.35
H 1.686 0.096 -0.542 0.31
C 0.600 0.207 -0.531 -0.45
C 0.247 1.109 1.292 -0.39
H 0.621 -0.275 -2.718 0.24

16
Properties=species:S:1:pos:R:3:mulliken_charge:R:1 method="wB97M-V/def2-TZVPD" e_tot_ev=-7856.317 homo_energy_ev=-7.613 lumo_energy_ev=0.97 smiles=Cc1ccc(C)[nH]1 gap_ev=8.6 fmax_ev_per_a=1.1
H 0.606 0.226 -2.667 0.35
H 1.223 1.151 2.638 0.30
H 0.991 1.738 -0.176 0.22
H 2.292 0.085 1.708 0.31
N 0.353 0.953 -0.115 -0.08
H -1.130 -0.102 -3.027 0.30
H -1.095 -1.512 1.443 0.36
C -1.483 -0.250 -0.338 -0.60
C 0.272 0.155 0.981 0.42
C -0.702 0.677 -1.008 0.35
C 1.270 0.204 2.090 -1.18
C -0.336 -0.135 -2.278 -1.24
C -0.844 -0.656 0.835 -0.57
H 1.078 -0.609 2.796 0.29
H -0.175 -1.211 -2.036 0.34
H -2.319 -0.713 -0.847 0.43

16
Properties=species:S:1:pos:R:3:mulliken_charge:R:1 method="wB97M-V/def2-TZVPD" e_tot_ev=-7854.764 homo_energy_ev=-9.236 lumo_energy_ev=1.05 smiles="C=C1CN=C1CC" gap_ev=10.3 fmax_ev_per_a=5.2
C 0.059 0.348 -0.210 0.21
H -3.170 -1.516 -0.268 0.25
H -1.518 -2.348 -0.887 0.24
H 3.444 -0.142 0.189 0.30
C 1.375 -0.164 -0.626 -0.07
C -2.061 -1.507 -0.359 -0.73
C -1.504 -0.368 -0.036 0.36
H 1.346 -1.184 -1.002 0.26
H -2.398 1.743 -0.079 0.26
H 2.312 1.124 0.734 0.31
C 2.384 0.034 0.473 -1.20
H 2.295 -0.432 1.384 0.39
C -1.789 1.043 0.463 -0.43
N -0.343 1.485 0.204 -0.66
H -2.037 1.333 1.417 0.29
H 1.606 0.550 -1.397 0.20

16
Properties=species:S:1:pos:R:3:mulliken_charge:R:1 method="wB97M-V/def2-TZVPD" e_tot_ev=-7854.544 homo_energy_ev=-8.233 lumo_energy_ev=1.05 smiles="CC=C=CN1CC1" gap_ev=9.3 fmax_ev_per_a=1.5
C -0.603 -0.819 -0.851 -0.35
C 0.612 -0.421 -0.559 -0.03
H -0.829 -1.295 -1.803 0.34
H 3.695 0.228 -0.847 0.26
C -2.749 0.164 -0.308 -0.42
C 1.838 -0.604 -0.142 -0.02
N -1.673 -0.734 0.061 -0.30
C -1.804 0.512 0.785 -0.34
H 2.638 1.408 -0.072 0.30
H -1.059 1.280 0.573 0.22
H -2.102 0.431 1.826 0.25
H -2.639 0.699 -1.251 0.25
H -3.746 -0.201 -0.084 0.25
H 1.885 -1.692 -0.069 0.31
C 2.989 0.370 -0.022 -1.01
H 3.572 0.279 0.905 0.32